C16H12BrN2O2Tl | the ωB97M-V functional and the def2-TZVPD basis

Structure (XYZ):
```
34
Properties=species:S:1:pos:R:3:forces:R:3:nbo_charge:R:1
Tl -0.766 -1.004 0.266 0.1414 0.1773 -0.2042 0.81
N 0.490 1.753 -0.373 -0.1126 -0.3647 -0.1075 -0.86
C 1.550 2.108 0.469 0.1739 -0.0865 0.0580 0.26
C 2.069 3.379 0.480 -0.0475 -0.0103 -0.0680 -0.27
C 3.156 3.733 1.300 -0.0013 0.0786 -0.0188 -0.18
C 3.736 2.810 2.115 0.0956 0.0139 0.0589 -0.22
C 3.203 1.502 2.179 -0.1947 -0.0153 -0.1330 -0.08
C 3.721 0.536 3.066 0.0693 -0.0283 0.0819 -0.11
C 3.112 -0.675 3.182 0.0598 -0.0877 0.1046 -0.27
C 1.977 -0.930 2.394 -0.1074 -0.0073 -0.2018 0.07
N 1.492 -0.091 1.512 0.1390 0.3827 -0.1048 -0.48
C 2.088 1.138 1.378 0.0743 -0.0795 0.2116 0.11
H 0.119 2.550 -0.867 -0.0169 0.0825 -0.0564 0.38
H 0.737 1.027 -1.053 -0.1286 -0.1140 0.1795 0.43
H 1.643 4.118 -0.191 0.0506 -0.0447 0.0360 0.21
H 3.543 4.743 1.257 -0.0192 -0.0110 0.0016 0.22
H 4.590 3.066 2.734 -0.0683 -0.0392 -0.0383 0.21
H 4.590 0.783 3.667 -0.0328 0.0064 -0.0264 0.22
H 3.470 -1.431 3.869 -0.0233 0.0420 -0.0381 0.23
H 1.455 -1.877 2.495 0.0321 0.0038 -0.0146 0.20
Br 1.492 -3.379 -0.154 0.1239 -0.1528 0.0212 0.04
C 2.878 -2.288 -0.887 -0.0828 0.0142 0.0197 0.04
C 4.126 -2.336 -0.289 0.0290 0.0011 0.0328 -0.28
C 5.152 -1.574 -0.827 0.0670 0.0157 0.0073 -0.21
C 4.925 -0.804 -1.961 -0.0090 -0.0078 -0.0405 -0.21
C 3.669 -0.787 -2.551 0.0124 0.0357 0.0449 -0.18
C 2.614 -1.513 -2.006 -0.0851 -0.0783 0.0297 -0.20
C 1.222 -1.392 -2.612 -0.0285 0.2157 0.1932 0.78
O 1.033 -1.763 -3.755 -0.0226 0.0391 0.1512 -0.62
O 0.380 -0.814 -1.815 0.0091 0.0335 -0.1409 -0.91
H 4.293 -2.959 0.581 -0.0195 0.0284 -0.0623 0.22
H 6.133 -1.596 -0.366 -0.0627 0.0043 -0.0325 0.22
H 5.732 -0.223 -2.392 -0.0454 -0.0251 0.0275 0.22
H 3.481 -0.203 -3.444 0.0307 -0.0223 0.0284 0.23
```
Forces are in eV/Å.

Summary:
Orbital gap: 8.3 eV
E_LUMO: -0.230 eV
HOMO: -8.5 eV
Electronic energy: -98599.4606 eV

---

C16H12BrN3O2SSbSe5Y | the ωB97M-V functional and the def2-TZVPD basis

Structure (XYZ):
```
42
Properties=species:S:1:pos:R:3:forces:R:3:nbo_charge:R:1
Y -0.303 1.212 1.137 -0.0605 -0.4204 0.7373 1.54
Br -3.921 -4.742 -1.610 0.0069 -0.0021 0.0149 0.02
C -2.768 -4.188 -0.207 0.0182 0.0274 0.0069 -0.12
C -2.076 -5.142 0.520 -0.0143 -0.0351 -0.0215 0.03
N -1.241 -4.833 1.504 -0.0161 -0.0115 0.0249 -0.41
C -1.054 -3.543 1.768 0.0160 0.0288 0.0614 0.10
C -1.736 -2.527 1.111 -0.0995 0.0038 -0.0382 -0.19
C -2.613 -2.851 0.086 0.0042 -0.0452 0.0098 -0.13
C -1.541 -1.102 1.488 -0.2009 0.1285 0.2175 0.77
O -2.220 -0.202 0.902 0.2851 0.2570 0.0146 -0.76
O -0.694 -0.795 2.372 0.1001 0.2647 -0.0718 -0.73
H -2.201 -6.195 0.293 -0.0063 -0.0018 -0.0033 0.19
H -0.335 -3.292 2.538 0.0069 0.0125 -0.0162 0.23
H -3.126 -2.070 -0.456 0.0017 0.0074 0.0047 0.25
Se 0.659 -3.829 -1.609 -0.0555 -0.0726 -0.0583 -0.81
Sb 2.228 -2.116 -0.981 0.0307 0.0670 -0.1127 1.13
Se 0.822 0.101 -0.825 0.6307 -0.4097 -1.1281 -0.87
Se 3.195 -2.350 1.259 0.0430 -0.0405 0.0879 -0.82
Se 3.897 -1.521 -2.664 -0.0180 -0.0060 0.0124 -0.87
Se -0.308 3.860 0.070 -0.1115 0.0444 0.1326 -0.34
C -1.867 2.970 -0.603 -0.0449 0.0659 0.0339 -0.20
C -3.056 2.971 0.128 -0.1021 0.0438 0.0867 -0.31
C -4.160 2.285 -0.350 -0.0009 -0.0153 -0.0355 0.04
N -4.173 1.605 -1.494 0.0142 -0.0104 0.0018 -0.44
C -3.030 1.584 -2.180 -0.0255 -0.0151 -0.0029 0.05
C -1.869 2.233 -1.789 0.0830 0.0043 0.0147 -0.27
H -3.114 3.522 1.059 -0.0190 -0.0201 -0.0067 0.22
H -5.083 2.280 0.222 -0.0046 0.0062 -0.0025 0.18
H -3.033 1.002 -3.095 0.0021 -0.0054 0.0018 0.19
H -0.967 2.140 -2.380 -0.0150 0.0125 0.0093 0.25
S 2.035 1.456 2.758 -0.4417 0.1784 0.0133 -0.33
C 3.055 1.814 1.407 -0.0753 -0.0103 0.0995 0.13
N 3.769 0.805 0.872 0.1098 -0.1211 -0.0874 -0.54
C 4.527 0.919 -0.223 0.0397 0.0759 -0.0476 0.10
C 4.657 2.136 -0.848 0.0052 -0.0814 0.0048 -0.28
C 3.979 3.224 -0.306 -0.0500 0.0105 0.0552 -0.12
C 3.193 3.073 0.819 0.0528 -0.0011 -0.0955 -0.27
H 3.608 -0.189 1.209 -0.0812 0.0821 0.0752 0.47
H 4.959 -0.002 -0.596 -0.0205 -0.0020 0.0005 0.27
H 5.231 2.205 -1.760 0.0047 0.0211 0.0038 0.23
H 4.040 4.195 -0.783 0.0064 -0.0032 -0.0054 0.21
H 2.632 3.897 1.234 0.0019 -0.0122 0.0084 0.23
```
Forces are in eV/Å.

Summary:
Orbital gap: 5.7 eV
E_LUMO: 4.047 eV
HOMO: -1.6 eV
Electronic energy: -440550.7106 eV
Total charge: -2

---

C16H12ClN5O | the ωB97M-V functional and the def2-TZVPD basis

Structure (XYZ):
```
35
Properties=species:S:1:pos:R:3:forces:R:3:nbo_charge:R:1
C 3.393 1.435 -5.513 0.6283 -0.1879 0.6476 -0.40
N 3.017 0.823 -4.243 -0.8169 -0.6404 0.3862 -0.17
C 1.847 0.089 -4.026 1.1443 1.4501 -0.1681 -0.06
C 1.732 0.020 -2.667 0.4421 -0.3269 1.3352 -0.14
C 0.573 -0.510 -1.931 -0.1678 -0.1834 0.1232 -0.15
C -0.480 -1.177 -2.573 -0.2271 -0.1986 0.1640 0.11
N -1.593 -1.607 -1.966 2.3274 0.8481 -2.9344 -0.46
C -1.693 -1.329 -0.699 -1.0040 -0.9253 -0.0399 0.40
N -2.840 -1.832 -0.249 -1.7172 -0.4395 1.7112 -0.78
C -0.749 -0.688 0.067 0.2102 0.3329 0.9453 -0.24
C -0.957 -0.412 1.487 1.7934 0.7515 1.0244 0.54
N -0.015 0.123 2.249 -2.0095 -0.6977 -0.2465 -0.45
C -0.645 0.204 3.502 0.3098 0.6775 0.1437 0.07
C -0.202 0.774 4.703 -0.1706 -0.1806 0.5068 -0.19
C -1.019 0.783 5.839 -0.4939 -0.0387 -1.4209 -0.22
C -2.365 0.286 5.755 2.2364 0.1435 -0.5776 -0.06
Cl -3.431 0.447 7.095 -0.0825 -0.1687 0.1059 0.03
C -2.764 -0.329 4.581 -1.1205 -0.4489 -0.9705 -0.26
C -1.930 -0.293 3.445 0.1369 -0.1871 0.4891 0.24
O -2.141 -0.714 2.129 0.3952 0.2665 0.6549 -0.45
C 0.409 -0.277 -0.571 0.1924 0.6881 -0.4528 -0.07
C 2.935 0.629 -2.094 -1.3937 0.0238 -1.7138 -0.05
N 3.656 1.153 -3.086 -0.5957 -0.5784 -0.3058 -0.24
H 2.986 0.832 -6.314 -0.0651 -0.0821 -0.1464 0.21
H 3.000 2.451 -5.576 0.0793 -0.0098 -0.0295 0.21
H 4.491 1.441 -5.582 -0.4386 0.1032 -0.0303 0.22
H 1.147 -0.224 -4.826 0.8795 0.4101 0.6274 0.23
H -0.434 -1.366 -3.639 0.0392 -0.0717 -0.0197 0.18
H -3.605 -1.882 -0.893 0.0859 -0.2021 -0.3060 0.40
H -3.087 -1.639 0.687 -0.4628 0.1058 0.7506 0.39
H 0.777 1.238 4.766 -0.0321 -0.1886 -0.0589 0.23
H -0.579 1.251 6.703 -0.4658 -0.0078 0.4181 0.23
H -3.743 -0.827 4.540 0.3841 0.4442 -0.0688 0.24
H 1.114 0.378 -0.066 -0.0483 -0.4138 0.2260 0.24
H 3.196 0.750 -1.035 0.0276 -0.0675 -0.7698 0.22
```
Forces are in eV/Å.

Summary:
SMILES: Cn1cc(-c2cnc(N)c(-c3nc4ccc(Cl)cc4o3)c2)cn1
Orbital gap: 7.7 eV
E_LUMO: -0.050 eV
HOMO: -7.8 eV
Electronic energy: -38806.7898 eV